Entry from the OMol25 dataset: a molecular structure, C40H35F3N4RhTe (ωB97M-V/def2-TZVPD).

Each line ends with the Löwdin charge.
Atoms and positions in Å:
Rh1 0.44109 -0.25206 0.15203  0.66
C1 -1.53180 -3.92314 2.23034  -0.09
C2 -1.87546 -2.48139 1.86068  -0.21
C3 -1.63772 -1.54123 3.01173  -0.18
C4 -2.61568 -1.40690 3.98998  -0.05
C5 -2.42067 -0.59826 5.09747  -0.09
C6 -1.21838 0.07248 5.23890  -0.06
C7 -0.20365 -0.04551 4.29267  -0.17
C8 1.07452 0.72746 4.52222  -0.23
C9 1.87593 0.18238 5.70410  -0.09
C10 -0.42646 -0.84800 3.16270  -0.20
N1 0.54504 -0.94427 2.14087  -0.05
C11 1.76926 -1.54670 2.51147  -0.13
C12 2.74803 -1.51696 1.53269  -0.32
C13 4.12555 -2.00623 1.51971  -0.07
C14 4.62443 -1.69557 0.27861  -0.11
C15 3.57972 -1.03775 -0.43792  -0.15
N2 2.47506 -0.94238 0.31364  -0.11
H1 -1.71492 -4.59852 1.39105  0.06
H2 -2.12450 -4.27029 3.08011  0.07
H3 -0.47912 -4.00169 2.51532  0.06
H4 -2.92179 -2.40865 1.55199  0.12
H5 -1.28048 -2.17681 1.00422  0.04
H6 -3.55302 -1.93607 3.85589  0.11
H7 -3.20144 -0.48444 5.83906  0.09
H8 -1.05328 0.71800 6.09544  0.11
H9 0.82024 1.77556 4.70714  0.11
H10 1.69908 0.71412 3.63278  0.04
H11 1.28132 0.18001 6.61967  0.06
H12 2.77205 0.77848 5.88742  0.07
H13 2.18930 -0.84504 5.51320  0.06
H14 1.89820 -1.98894 3.48775  0.10
H15 4.62364 -2.49883 2.33935  0.08
H16 5.61319 -1.89977 -0.10209  0.08
H17 3.58993 -0.65989 -1.44955  0.10
F1 2.10704 2.67872 -8.75500  0.12
C16 0.82975 2.52054 -8.33248  -0.57
F2 0.20437 3.69604 -8.54101  0.12
F3 0.26734 1.62508 -9.17940  0.12
C17 0.75642 2.06951 -6.90524  -0.15
C18 0.08759 2.81099 -5.94528  -0.01
C19 0.03317 2.35601 -4.63637  -0.01
C20 0.64409 1.15598 -4.26001  -0.24
C21 1.31881 0.42425 -5.24858  -0.02
C22 1.37334 0.87410 -6.55310  -0.03
C23 0.58393 0.69266 -2.90901  -0.12
C24 0.51226 0.28912 -1.76080  -0.20
H18 -0.39363 3.74191 -6.21277  0.11
H19 -0.48929 2.92814 -3.88160  0.09
H20 1.79621 -0.50494 -4.96807  0.11
H21 1.89812 0.29357 -7.30207  0.12
Te1 1.48881 2.17395 0.94682  1.18
C25 0.62516 3.76415 -0.07461  -0.63
C26 -0.43041 3.48295 -0.94788  -0.14
C27 -1.03878 4.51727 -1.64517  -0.09
C28 -0.60364 5.82485 -1.47382  -0.09
C29 0.44426 6.10624 -0.60705  -0.10
C30 1.06171 5.07826 0.09202  -0.17
H22 -0.75930 2.45713 -1.07279  0.06
H23 -1.85761 4.30143 -2.32054  0.10
H24 -1.08481 6.62892 -2.01700  0.10
H25 0.78101 7.12712 -0.47663  0.10
H26 1.88264 5.29172 0.76471  0.08
N3 -6.89523 1.09689 0.18574  0.11
C31 -5.75873 0.91340 0.16350  -0.21
C32 -4.33236 0.68681 0.13558  -0.26
C33 -3.76774 -0.14286 -0.83324  -0.05
C34 -2.39971 -0.35072 -0.84396  -0.12
C35 -1.53319 0.23021 0.10046  -0.31
C36 -2.14480 1.07411 1.04105  -0.14
C37 -3.51165 1.30314 1.07560  -0.05
H27 -4.40595 -0.61471 -1.57039  0.11
H28 -1.97578 -0.99473 -1.60664  0.08
H29 -1.52844 1.55729 1.79446  0.07
H30 -3.94608 1.94854 1.82893  0.11
C38 1.07191 -6.32305 -0.17350  -0.10
C39 1.56691 -4.95658 0.29249  -0.23
C40 0.79728 -3.84735 -0.28046  -0.21
N4 0.27075 -2.92256 -0.70960  0.19
H31 1.70568 -7.10815 0.23753  0.07
H32 1.09518 -6.39583 -1.26016  0.08
H33 0.04842 -6.49832 0.15600  0.07
H34 2.61119 -4.79413 0.02042  0.12
H35 1.50658 -4.86024 1.37823  0.11

Its LUMO energy (spin up / spin down) is 2.26 / 0.47 eV. The net charge is -1. Its spin multiplicity is 5. The HOMO energy (spin up / spin down) comes out at -0.1009 / -0.1837 Ha. For the frontier orbital gap (spin up / spin down), the calculation gives 0.184 / 0.201 hartree. Its total energy is -66460.5735 eV.

Entry from the OMol25 dataset: 10 unconnected molecules or ions with the total composition C20H33F6N3O20 in a non-equilibrium geometry (ωB97M-V/def2-TZVPD).

Each line ends with the Löwdin charge.
Atoms and positions in Å:
N1 7.67669 -12.43702 21.38330  0.33
H1 6.93314 -13.11974 21.41691  0.07
H2 7.75078 -12.02300 20.46505  0.13
H3 8.51977 -12.99084 21.43417  0.16
H4 7.71101 -11.80322 22.16894  0.16
N2 6.36958 -11.19513 16.80811  0.35
H5 6.33440 -11.13051 15.80080  0.15
H6 6.58235 -12.12079 17.15158  0.10
H7 5.52271 -10.84079 17.22926  0.14
H8 7.12598 -10.56472 17.03294  0.16
N3 3.80848 -11.85454 20.24499  0.35
H9 4.34013 -12.65037 19.92234  0.07
H10 3.25944 -11.34081 19.57064  0.15
H11 4.38176 -11.29025 20.85575  0.15
H12 3.15073 -12.16866 20.94411  0.15
C1 5.73425 -15.60999 18.56565  0.04
C2 5.92378 -14.33438 19.50647  -0.67
O1 5.85286 -14.59123 20.72952  -0.07
O2 5.92608 -13.18422 18.99452  -0.11
H13 5.40374 -16.43954 19.19073  0.06
H14 6.63924 -15.74327 17.97292  0.07
H15 4.92414 -15.40198 17.86669  0.05
C3 6.63362 -15.52347 13.49857  -0.12
C4 5.54220 -14.65417 14.04567  -0.21
O3 6.39403 -13.49147 14.37714  0.11
C5 7.65034 -13.81293 14.54767  -0.48
O4 8.60135 -13.04454 14.90629  0.08
O5 7.78612 -15.06862 14.02076  0.09
F1 4.81950 -15.07104 15.11816  0.06
H16 6.58375 -15.48876 12.41026  0.16
H17 6.52339 -16.56097 13.81409  0.15
H18 4.76482 -14.61061 13.28285  0.18
C6 5.34272 -21.01388 19.33101  -0.09
C7 4.68190 -20.16084 20.27342  -0.34
O6 3.41308 -20.64729 20.29079  0.19
C8 3.13552 -21.45321 19.37991  -0.55
O7 2.00179 -21.83837 19.14067  0.18
O8 4.29994 -21.65327 18.64677  0.09
F2 4.58812 -18.87880 19.82004  0.06
H19 5.99930 -21.69652 19.87045  0.16
H20 5.90694 -20.41700 18.61443  0.15
H21 5.08681 -20.21928 21.28374  0.18
C9 4.29087 -20.38541 15.74807  0.00
C10 3.74695 -19.04080 16.41210  -0.29
O9 3.42669 -18.25815 15.25291  0.14
C11 3.54428 -18.91995 14.12952  -0.62
O10 3.24981 -18.52011 13.06156  0.19
O11 4.27058 -20.03608 14.32682  0.07
F3 4.56415 -18.36037 17.18687  0.08
H22 3.67346 -21.27016 15.90336  0.14
H23 5.32733 -20.57909 16.02433  0.12
H24 2.91257 -19.39054 17.02004  0.16
C12 4.26927 -15.70665 22.84782  -0.03
C13 5.38153 -16.73807 23.20617  -0.31
O12 4.55695 -17.64910 23.92685  0.19
C14 3.41081 -17.05738 24.39995  -0.29
O13 2.53665 -17.59280 25.12660  0.52
O14 3.27580 -15.86392 23.86006  0.18
F4 6.14968 -16.15200 24.03362  0.18
H25 4.01174 -16.14695 21.88453  0.14
H26 4.60585 -14.70500 22.58039  0.12
H27 5.91912 -17.19387 22.37471  0.19
C15 10.28544 -19.29847 16.25597  0.02
C16 9.22015 -20.13281 15.51947  -0.32
O15 8.12723 -19.32917 15.47951  0.12
C17 8.29572 -18.17500 16.22864  -0.56
O16 7.47605 -17.31090 16.30594  0.14
O17 9.53910 -18.06479 16.54324  0.11
F5 8.73466 -21.06364 16.36345  0.07
H28 11.13064 -19.08123 15.60286  0.14
H29 10.81345 -19.69931 17.12120  0.14
H30 9.42882 -20.55022 14.53441  0.18
C18 2.27971 -14.25765 16.51112  -0.08
C19 2.04623 -12.74989 16.43731  -0.32
O18 0.91336 -12.58010 17.29647  0.14
C20 0.32402 -13.76424 17.45927  -0.60
O19 -0.69793 -13.83875 18.07159  0.20
O20 1.00309 -14.68022 16.83010  0.13
F6 1.82449 -12.49575 15.15940  0.13
H31 3.07437 -14.46740 17.22708  0.11
H32 2.61354 -14.71414 15.57931  0.14
H33 2.90865 -12.25975 16.88909  0.14

Its LUMO energy (spin up / spin down) is -8.93 / -14.10 eV. The net charge is +3. Its spin multiplicity is 2. The HOMO energy (spin up / spin down) comes out at -0.5936 / -0.5936 Ha. For the frontier orbital gap (spin up / spin down), the calculation gives 0.266 / 0.075 hartree. Its total energy is -82968.2342 eV.

Entry from the OMol25 dataset: 5 unconnected molecules or ions with the total composition C15H37BrF2N13O7S in a non-equilibrium geometry (ωB97M-V/def2-TZVPD).

Each line ends with the Löwdin charge.
Atoms and positions in Å:
C1 -2.89067 3.70390 1.10481  -0.09
C2 -1.37211 3.48432 0.95262  -0.29
C3 -1.12547 2.03600 0.51139  -0.63
Br1 -1.25489 0.88168 2.09539  0.81
C4 0.16111 1.84830 -0.26598  -0.23
C5 1.47595 1.98493 0.53344  -0.07
N1 2.21478 0.71717 0.43718  -0.04
S1 3.67799 0.56694 1.26445  0.63
O1 4.27777 1.83330 1.14013  -0.18
O2 4.42046 -0.49765 0.73306  -0.17
F1 3.32395 0.33488 2.72787  -0.05
C6 1.62905 -0.17648 -0.30079  -0.09
C7 2.06443 -1.55581 -0.59468  0.00
C8 1.60571 -2.50315 0.59433  -0.62
N2 2.67212 -3.49567 0.75056  0.10
N3 1.47429 -1.78448 1.85532  0.11
N4 0.35606 -3.19449 0.34369  0.10
C9 0.38767 0.44346 -0.88457  -0.35
N5 0.90870 0.73129 -2.25781  0.13
C10 -0.83489 -0.46422 -1.12091  -0.04
C11 -1.80444 0.01384 -2.17876  -0.41
O3 -2.51315 -0.77141 -2.75796  0.16
F2 -1.92474 1.32787 -2.45370  0.13
H1 -3.42276 2.77769 1.33228  0.06
H2 -3.33711 4.09721 0.19116  0.08
H3 -3.12307 4.40079 1.90646  0.08
H4 -1.02121 4.19506 0.20533  0.12
H5 -0.92785 3.69915 1.91824  0.08
H6 -1.96325 1.76336 -0.12404  0.08
H7 0.20317 2.70314 -0.94080  0.15
H8 2.07618 2.88261 0.44208  0.14
H9 1.15336 2.03746 1.58627  0.11
H10 1.50668 -1.85656 -1.47948  0.12
H11 3.12821 -1.64948 -0.78317  0.13
H12 2.74025 -3.99801 -0.13323  0.09
H13 2.29505 -4.18864 1.39789  0.10
H14 0.68619 -2.17775 2.35978  0.09
H15 2.30315 -2.00892 2.39585  0.09
H16 0.38968 -3.70302 -0.53005  0.10
H17 -0.44888 -2.58181 0.39710  0.05
H18 0.83462 -0.07763 -2.85886  0.07
H19 0.45776 1.53678 -2.66068  0.09
H20 -0.49978 -1.44123 -1.45635  0.11
H21 -1.43161 -0.64393 -0.22023  0.09
C12 2.27390 0.79533 -5.66245  -0.66
O4 1.55403 0.25431 -4.83049  0.00
N6 2.12465 0.58893 -6.99817  0.16
N7 3.27959 1.64548 -5.30970  0.16
H22 2.70120 1.01992 -7.69545  0.10
H23 1.39247 -0.03229 -7.28804  0.11
H24 3.41435 1.81600 -4.33104  0.10
H25 3.88129 2.09943 -5.97023  0.10
C13 0.42802 6.65972 3.01982  -0.67
O5 -0.29862 5.95441 2.33259  0.01
N8 1.76653 6.42114 3.15933  0.15
N9 -0.04096 7.74138 3.70159  0.16
H26 2.37700 6.98725 3.71704  0.10
H27 2.14600 5.63381 2.67101  0.09
H28 -1.01945 7.94546 3.62072  0.11
H29 0.53402 8.33338 4.26985  0.10
C14 -1.51755 -5.05878 3.35038  -0.68
O6 -0.36866 -5.44652 3.21640  0.01
N10 -2.33885 -5.51660 4.33873  0.16
N11 -2.07152 -4.12591 2.51478  0.16
H30 -3.28448 -5.21066 4.46302  0.09
H31 -1.96134 -6.20115 4.96664  0.11
H32 -1.48668 -3.77955 1.78044  0.04
H33 -3.00893 -3.78246 2.59814  0.10
C15 -3.50276 -4.89482 -1.03054  -0.68
O7 -3.20149 -5.80639 -0.28866  0.04
N12 -2.62908 -3.87175 -1.32754  0.16
N13 -4.72427 -4.79966 -1.63299  0.16
H34 -2.85058 -3.10476 -1.93768  0.07
H35 -1.72356 -3.91403 -0.90350  0.05
H36 -5.38625 -5.52810 -1.44042  0.11
H37 -4.98645 -4.05331 -2.24824  0.09

Its LUMO energy is -4.08 eV. The net charge is +1. The HOMO energy comes out at -0.4260 Ha. For the frontier orbital gap, the calculation gives 0.276 hartree. Its total energy is -136169.0369 eV.

Entry from the OMol25 dataset: a single C21H22N2O3 molecule (ωB97M-V/def2-TZVPD).

Each line ends with the Löwdin charge.
Atoms and positions in Å:
O1 -0.63921 -1.60504 -1.12574  0.05
C1 -0.01243 -0.57741 -0.88944  -0.41
N1 1.28938 -0.43791 -1.17974  0.11
C2 2.06003 -1.49720 -1.77976  -0.10
C3 3.01177 -2.17251 -0.78478  -0.32
C4 2.31661 -2.84262 0.40158  -0.12
C5 3.41682 -2.81157 1.45741  -0.15
C6 4.10557 -1.47990 1.14963  -0.19
O2 3.89505 -1.20632 -0.22800  -0.10
C7 -0.73908 0.60871 -0.31959  -0.12
C8 -0.24603 1.81293 0.00556  0.04
C9 1.15023 2.25967 0.02673  -0.25
C10 1.55347 3.30298 -0.80473  -0.03
C11 2.85305 3.77232 -0.76148  -0.08
C12 3.76235 3.22615 0.12933  -0.08
C13 3.36564 2.20819 0.97993  -0.08
C14 2.07101 1.72430 0.92856  -0.06
N2 -2.09381 0.29263 -0.23891  0.13
C15 -3.14213 1.04951 0.18083  -0.41
O3 -3.04606 2.20735 0.54464  0.07
C16 -4.45590 0.34213 0.14138  -0.13
C17 -4.58749 -1.03671 0.28282  -0.03
C18 -5.84276 -1.61770 0.25423  -0.08
C19 -6.97305 -0.83558 0.08190  -0.08
C20 -6.84960 0.53818 -0.04658  -0.07
C21 -5.59861 1.12361 -0.00937  -0.02
H1 1.78980 0.39180 -0.89642  0.12
H2 1.35903 -2.24181 -2.16355  0.13
H3 2.64756 -1.08029 -2.60176  0.13
H4 3.60593 -2.91666 -1.34107  0.15
H5 1.97314 -3.84553 0.16242  0.12
H6 1.46286 -2.24260 0.71815  0.11
H7 3.03739 -2.85129 2.47569  0.11
H8 4.10826 -3.64111 1.30501  0.11
H9 5.18259 -1.50571 1.34057  0.12
H10 3.66554 -0.66657 1.73912  0.10
H11 -0.96501 2.56720 0.30167  0.11
H12 0.84016 3.73446 -1.49141  0.12
H13 3.15562 4.57361 -1.41944  0.10
H14 4.77466 3.59901 0.16781  0.10
H15 4.06858 1.79456 1.68761  0.10
H16 1.75172 0.93981 1.60042  0.12
H17 -2.26160 -0.65417 -0.57851  0.12
H18 -3.72203 -1.66385 0.44213  0.11
H19 -5.93948 -2.68735 0.36914  0.10
H20 -7.94932 -1.29681 0.05560  0.10
H21 -7.72924 1.15188 -0.17223  0.10
H22 -5.48099 2.19324 -0.09739  0.12

Its LUMO energy is 0.48 eV. As for the SMILES: O=C(NC[C@@H]1CCCO1)/C(=C\c1ccccc1)NC(=O)c1ccccc1. The HOMO energy comes out at -0.3146 Ha. For the frontier orbital gap, the calculation gives 0.332 hartree. Its total energy is -31257.5957 eV.